Record 1
Here is an isolated molecule of C9H16NOP from the OMol25 dataset. Energies are from ωB97M-V with the def2-TZVPD basis set.

Relative energy (zero: lowest compared OMol25 entry of this formula, charge and spin): 94.37 kJ/mol
LUMO level: 0.0019 hartree
E_HOMO: -7.59 eV
HOMO-LUMO gap: 7.65 eV

Geometry as XYZ:
```
28
Properties=species:S:1:pos:R:3:forces:R:3
C -1.297 2.732 -1.947 -0.29 -0.23 -1.86
C -0.840 1.486 -1.312 1.33 -0.65 -0.33
C -1.653 0.665 -0.626 3.02 1.37 -1.26
C -1.229 -0.486 0.020 6.66 -2.93 0.40
C -2.211 -1.108 0.914 0.47 -1.93 1.32
C 0.230 -0.956 -0.064 -4.90 1.62 -0.60
P 0.657 -2.576 0.674 1.33 1.80 1.03
O 1.623 -2.149 2.098 -0.34 -0.83 0.52
N 1.062 -2.321 3.446 -2.24 -0.56 -1.43
C 1.236 -0.023 -0.828 -0.39 -0.45 -0.80
C 1.955 0.798 0.240 -2.24 0.60 -0.18
C 0.541 0.995 -1.857 -0.87 -1.06 3.65
H -0.490 3.465 -2.058 -0.19 -0.25 -0.20
H -2.183 3.251 -1.607 -0.20 -0.24 0.62
H -1.596 2.290 -2.946 0.44 1.15 0.33
H -2.616 0.947 -0.545 -3.26 1.00 0.64
H -2.509 -0.372 1.721 0.03 -0.92 -0.95
H -1.723 -2.038 1.424 -1.22 1.62 -0.76
H -3.047 -1.433 0.261 -0.04 0.19 0.83
H 1.895 -2.509 -0.027 -0.21 -0.59 -0.04
H 0.826 -3.302 3.671 0.35 0.35 -0.93
H 1.756 -2.094 4.103 1.54 0.68 0.35
H 2.059 -0.567 -1.354 -1.03 -0.08 0.01
H 1.075 1.023 0.880 1.01 0.38 0.45
H 2.237 1.744 -0.253 0.82 -0.42 0.69
H 2.680 0.191 0.766 0.30 0.40 0.13
H 0.313 0.567 -2.787 -0.19 -0.86 -1.42
H 1.249 1.779 -2.005 0.30 0.83 -0.20
```
Forces are in eV/Å.

=====

Record 2
Here is an isolated molecule of C4H12N2O from the OMol25 dataset. Energies are from ωB97M-V with the def2-TZVPD basis set.

Relative energy (zero: lowest compared OMol25 entry of this formula, charge and spin): 270.46 kJ/mol
LUMO level: 0.0377 hartree
E_HOMO: -9.12 eV
HOMO-LUMO gap: 10.14 eV

Geometry as XYZ:
```
19
Properties=species:S:1:pos:R:3:forces:R:3
C 1.931 -1.751 0.478 0.24 -0.62 -0.45
N 1.634 -0.390 0.074 -2.29 0.37 -2.23
O 0.258 -0.475 -0.748 2.17 -0.41 1.06
C -0.651 0.428 -0.131 -0.35 0.50 1.37
C -2.075 0.041 -0.559 0.26 -0.30 -0.37
C -0.344 1.867 -0.563 0.18 0.03 0.03
N -0.547 0.298 1.325 -0.70 0.93 -0.54
H 2.661 -1.742 1.293 -0.04 0.18 -0.05
H 2.359 -2.312 -0.362 -0.11 -0.21 0.23
H 1.044 -2.290 0.827 0.09 0.37 -0.07
H 2.158 -0.174 -0.776 0.31 -0.06 0.53
H -2.827 0.676 -0.079 0.35 -0.04 0.00
H -2.184 0.138 -1.644 0.05 0.00 0.10
H -2.288 -1.003 -0.308 0.09 0.12 0.07
H -1.066 2.579 -0.152 0.09 -0.21 -0.02
H 0.658 2.167 -0.239 -0.10 -0.09 0.09
H -0.354 1.942 -1.655 -0.11 -0.10 0.13
H 0.353 0.670 1.637 -0.48 -0.70 -0.05
H -0.721 -0.669 1.583 0.37 0.25 0.18
```
Forces are in eV/Å.

=====

Record 3
Here is a 2-piece molecular cluster, CH3N2O3S overall from the OMol25 dataset. Energies are from ωB97M-V with the def2-TZVPD basis set.

Relative energy (zero: lowest compared OMol25 entry of this formula, charge and spin): 460.19 kJ/mol
LUMO level (alpha / beta): 0.1369 / 0.1393 hartree
E_HOMO (alpha / beta): -3.57 / -4.42 eV
Net charge: -1
HOMO-LUMO gap (alpha / beta): 7.30 / 8.21 eV

Geometry as XYZ:
```
10
Properties=species:S:1:pos:R:3:forces:R:3
C -0.894 -0.230 0.572 0.03 0.34 0.46
N -1.264 -0.440 -0.798 -3.12 -1.67 1.48
N -1.624 0.793 -0.121 1.08 1.67 1.00
O 1.977 1.255 -0.469 -0.12 -0.24 0.10
O 2.660 -0.264 1.370 -1.13 -0.16 -2.03
O 1.937 -1.166 -0.926 0.06 0.91 1.41
S 1.891 -0.087 0.096 -0.32 -0.50 1.00
H -1.544 -0.702 1.399 1.43 0.04 -1.24
H -0.569 -0.058 -1.329 2.70 0.36 -1.97
H -2.569 0.899 0.206 -0.61 -0.73 -0.21
```
Forces are in eV/Å.

=====

Record 4
Here is a 2-piece molecular cluster, C3H2Cl2O overall from the OMol25 dataset. Energies are from ωB97M-V with the def2-TZVPD basis set.

Relative energy (zero: lowest compared OMol25 entry of this formula, charge and spin): 525.43 kJ/mol
LUMO level (alpha / beta): -0.0845 / -0.1098 hartree
E_HOMO (alpha / beta): -8.79 / -8.05 eV
HOMO-LUMO gap (alpha / beta): 6.50 / 5.06 eV

Geometry as XYZ:
```
8
Properties=species:S:1:pos:R:3:forces:R:3
C -0.061 0.266 0.219 -1.11 2.02 0.41
C -0.108 1.559 -0.064 1.83 -0.29 -0.59
C 0.337 -0.974 0.661 -4.48 1.86 -2.33
O -1.012 -0.657 0.821 2.56 -1.15 0.36
Cl -0.404 -2.263 -2.100 0.36 0.48 0.86
Cl 1.299 -2.157 0.942 1.53 -1.90 0.93
H -0.928 2.282 -0.085 0.02 -0.91 0.18
H 0.877 1.945 -0.392 -0.72 -0.10 0.19
```
Forces are in eV/Å.

=====

Record 5
Here is an isolated molecule of C9H12N2O3S from the OMol25 dataset. Energies are from ωB97M-V with the def2-TZVPD basis set.

Multiplicity: 3
Relative energy (zero: lowest compared OMol25 entry of this formula, charge and spin): 260.75 kJ/mol
LUMO level (alpha / beta): 0.0107 / -0.0983 hartree
⟨S²⟩: 2.02
E_HOMO (alpha / beta): -3.90 / -9.69 eV
HOMO-LUMO gap (alpha / beta): 4.19 / 7.01 eV

Geometry as XYZ:
```
27
Properties=species:S:1:pos:R:3:forces:R:3
C 0.696 -0.143 0.177 -0.70 -1.03 -0.30
C 0.519 0.862 1.091 -0.84 -0.48 -1.38
C -2.604 0.733 -1.130 1.61 -1.52 1.52
C -0.748 -2.134 -0.216 1.93 0.76 0.93
C 2.136 -0.601 -0.008 -0.75 2.94 0.58
C 1.761 1.074 1.875 0.90 1.67 2.37
C 2.766 0.110 1.231 1.54 -0.54 0.42
C -0.517 -0.740 -0.523 0.11 2.30 1.65
C -1.891 0.134 0.117 3.25 -0.50 -2.31
N -3.087 -0.335 -1.799 -0.97 2.01 -1.57
N -2.738 -0.726 0.770 1.70 -3.09 3.68
O -0.219 -2.567 0.955 0.94 1.50 1.18
O -2.532 1.884 -1.476 -0.42 0.40 -0.27
O -1.335 -2.835 -0.949 -1.86 -2.40 -1.53
S -1.122 1.460 1.236 0.21 1.76 2.03
H 2.287 -1.640 -0.117 0.12 -1.23 0.20
H 2.480 -0.137 -0.933 0.11 0.02 -0.22
H 2.252 2.145 1.975 -1.56 -1.84 -0.39
H 1.562 0.729 2.982 0.30 0.85 -1.97
H 2.950 -0.647 1.966 0.10 -0.72 0.42
H 3.787 0.567 1.158 -1.00 -0.25 -0.69
H -0.394 -0.610 -1.569 -0.40 0.17 -1.03
H -2.831 -1.263 -1.504 -0.22 -0.29 -0.33
H -3.394 -0.037 -2.730 0.06 -1.09 0.32
H 0.298 -1.764 1.343 -1.21 -2.02 -0.66
H -3.578 -0.293 0.947 -2.54 1.00 0.46
H -2.434 -1.200 1.761 -0.39 1.62 -3.12
```
Forces are in eV/Å.

=====

Record 6
Here is an isolated molecule of C6H13NO from the OMol25 dataset. Energies are from ωB97M-V with the def2-TZVPD basis set.

Relative energy (zero: lowest compared OMol25 entry of this formula, charge and spin): 291.73 kJ/mol
LUMO level: 0.0315 hartree
E_HOMO: -9.18 eV
HOMO-LUMO gap: 10.04 eV

Geometry as XYZ:
```
21
Properties=species:S:1:pos:R:3:forces:R:3
C -1.786 -1.023 -2.694 0.84 -1.18 1.41
C -1.018 0.110 -1.891 -2.52 -0.89 0.13
C -0.490 -0.539 -0.545 -0.33 1.81 -2.42
N -0.388 0.607 0.411 3.28 -0.38 0.29
C 0.094 0.234 1.830 -2.05 3.05 -0.01
C 1.371 1.068 2.174 -4.47 0.55 1.01
C 2.513 0.263 1.820 4.52 -0.68 -1.08
O 2.649 -0.911 1.492 -1.70 1.31 0.62
H -1.905 -0.885 -3.759 0.31 0.33 -0.29
H -1.154 -1.969 -2.519 -0.97 1.10 -0.57
H -2.803 -1.271 -2.327 0.61 0.35 0.18
H -1.738 0.906 -1.551 0.70 -0.58 -0.64
H -0.332 0.520 -2.630 0.63 0.19 0.65
H -1.285 -1.230 -0.290 -0.04 -0.02 0.67
H 0.368 -1.138 -0.921 0.22 0.37 1.24
H 0.399 1.277 0.015 -2.17 -1.83 0.87
H -0.774 0.457 2.561 1.33 -0.02 -1.14
H 0.302 -0.775 1.988 0.39 -1.78 -0.33
H 1.183 2.109 1.784 1.09 -1.05 -0.57
H 1.294 1.395 3.241 0.76 -0.97 -0.30
H 3.500 0.795 1.811 -0.43 0.32 0.26
```
Forces are in eV/Å.

=====

Record 7
Here is C38H38NO2P2S5Sn as an isolated structure from the OMol25 dataset. Energies are from ωB97M-V with the def2-TZVPD basis set.

LUMO level: -0.0693 hartree
E_HOMO: -10.18 eV
Net charge: +1
HOMO-LUMO gap: 8.29 eV

Geometry as XYZ:
```
87
Properties=species:S:1:pos:R:3:forces:R:3
Sn 1.667 -0.691 0.406 -0.09 0.59 -0.07
O 0.524 0.319 2.247 -0.18 0.15 0.31
P -0.795 0.992 2.529 0.38 -0.10 -0.06
C -1.972 0.564 1.235 -0.30 -0.20 0.04
P -1.423 0.954 -0.435 0.40 -0.06 -0.03
O 0.056 0.669 -0.614 -0.47 -0.01 0.02
C -1.773 2.680 -0.709 0.07 0.29 -0.13
C -0.710 3.556 -0.915 -0.09 0.09 0.06
C -0.965 4.909 -1.108 0.01 -0.02 0.03
C -2.271 5.379 -1.095 -0.01 -0.01 0.01
C -3.335 4.502 -0.903 0.08 -0.04 -0.02
C -3.088 3.151 -0.719 0.00 0.04 0.01
C -2.515 0.064 -1.531 -0.06 -0.20 -0.32
C -3.447 -0.875 -1.091 -0.04 0.02 -0.11
C -4.283 -1.509 -2.006 0.08 0.08 0.03
C -4.184 -1.208 -3.355 0.04 -0.01 -0.05
C -3.251 -0.276 -3.804 0.01 -0.09 0.01
C -2.418 0.358 -2.901 -0.03 -0.04 0.16
C -0.693 2.768 2.574 0.20 0.31 -0.08
C -1.843 3.561 2.608 0.00 0.01 -0.09
C -1.734 4.940 2.631 0.10 -0.01 -0.01
C -0.474 5.532 2.626 -0.01 0.00 -0.03
C 0.672 4.750 2.593 0.01 -0.05 0.00
C 0.568 3.362 2.563 -0.17 0.11 0.03
C -1.579 0.467 4.039 -0.01 -0.26 0.27
C -1.787 -0.906 4.226 -0.06 0.09 0.09
C -2.374 -1.358 5.398 0.01 0.03 -0.03
C -2.745 -0.450 6.386 0.01 -0.05 -0.01
C -2.528 0.908 6.210 0.02 -0.03 -0.06
C -1.942 1.369 5.038 -0.01 -0.03 0.03
H -2.941 1.027 1.435 -0.01 -0.03 -0.04
H -2.086 -0.521 1.312 0.01 -0.05 0.02
H 0.304 3.176 -0.922 -0.05 0.01 0.02
H -0.142 5.596 -1.267 -0.04 -0.04 0.00
H -2.467 6.435 -1.244 0.02 -0.06 0.00
H -4.353 4.870 -0.911 0.04 -0.01 0.00
H -3.923 2.466 -0.598 0.07 0.01 0.00
H -3.549 -1.110 -0.039 0.02 -0.03 -0.05
H -5.015 -2.229 -1.660 0.04 0.02 -0.01
H -4.838 -1.700 -4.067 0.03 0.04 0.04
H -3.173 -0.049 -4.860 -0.01 0.00 0.04
H -1.702 1.093 -3.255 -0.01 -0.05 0.06
H -2.830 3.107 2.617 0.06 0.01 0.00
H -2.626 5.554 2.651 0.04 -0.02 0.00
H -0.390 6.613 2.646 0.01 -0.06 0.00
H 1.648 5.218 2.590 -0.05 -0.03 0.00
H 1.453 2.738 2.537 -0.02 0.01 -0.01
H -1.479 -1.621 3.468 -0.01 0.07 0.02
H -2.539 -2.418 5.545 0.02 0.05 0.00
H -3.198 -0.808 7.303 0.01 0.00 -0.05
H -2.811 1.609 6.985 0.02 -0.03 -0.03
H -1.763 2.429 4.911 0.00 -0.07 0.03
C 4.023 -3.726 -2.216 -0.06 -0.01 -0.17
C 4.563 -2.382 -2.704 -0.01 -0.11 0.01
S 4.011 -0.951 -1.748 0.04 -0.01 0.12
C 5.416 -0.482 -0.715 0.18 -0.09 0.10
C 5.851 -1.425 0.412 -0.07 -0.01 -0.24
S 4.571 -1.729 1.666 0.06 -0.04 0.00
C 4.518 -3.532 1.778 -0.13 -0.09 -0.15
C 3.842 -4.264 0.615 -0.02 0.04 0.16
S 4.898 -4.514 -0.842 0.11 -0.03 -0.01
H 4.106 -4.437 -3.038 0.00 -0.03 -0.04
H 2.960 -3.649 -1.976 0.04 0.01 0.03
H 4.189 -2.201 -3.714 -0.01 -0.04 0.01
H 5.653 -2.382 -2.769 -0.02 0.00 0.08
H 5.119 0.491 -0.320 0.01 0.00 0.08
H 6.270 -0.299 -1.370 0.02 0.01 0.01
H 6.712 -0.986 0.918 0.00 0.04 -0.03
H 6.152 -2.390 0.003 -0.03 0.12 0.05
H 3.946 -3.713 2.691 -0.01 0.00 -0.03
H 5.522 -3.917 1.960 0.02 0.01 -0.04
H 2.930 -3.749 0.312 0.02 0.02 -0.01
H 3.548 -5.256 0.959 0.01 -0.01 0.01
S 0.220 -2.796 1.079 -0.07 0.07 -0.32
C 0.060 -2.831 -0.652 0.02 -0.13 0.09
N 0.751 -2.014 -1.401 -0.30 0.04 -0.22
C 0.402 -2.118 -2.752 0.44 0.10 0.27
C 0.943 -1.363 -3.794 -0.03 0.05 -0.03
C 0.531 -1.634 -5.087 0.00 -0.04 0.08
C -0.398 -2.650 -5.348 0.03 0.08 0.01
C -0.943 -3.397 -4.320 -0.05 0.01 0.04
C -0.539 -3.111 -3.017 -0.06 -0.10 -0.08
S -1.014 -3.871 -1.525 -0.18 -0.13 0.04
H 1.664 -0.581 -3.579 -0.04 -0.06 -0.01
H 0.941 -1.061 -5.911 -0.03 -0.04 0.06
H -0.692 -2.857 -6.370 0.01 0.01 0.05
H -1.659 -4.184 -4.526 0.05 0.06 0.04
```
Forces are in eV/Å.

=====

Record 8
Here is C25H48OP4W as an isolated structure from the OMol25 dataset. Energies are from ωB97M-V with the def2-TZVPD basis set.

Multiplicity: 3
Relative energy (zero: lowest compared OMol25 entry of this formula, charge and spin): 0.00 kJ/mol
LUMO level (alpha / beta): -0.5717 / -0.5547 hartree
⟨S²⟩: 2.08
E_HOMO (alpha / beta): -18.80 / -19.44 eV
Net charge: +4
HOMO-LUMO gap (alpha / beta): 3.25 / 4.35 eV

Geometry as XYZ:
```
79
Properties=species:S:1:pos:R:3:forces:R:3
W -0.185 0.181 0.168 2.51 -0.27 -1.57
P 0.079 -2.027 -1.037 1.07 -1.05 -1.21
P 2.290 0.281 0.672 3.09 0.06 0.82
P -2.528 0.528 -0.452 -3.18 1.18 -0.46
H 1.608 2.745 -0.541 -1.02 0.06 0.17
C 0.515 2.826 -0.324 -0.05 -0.29 0.72
C 0.011 2.720 0.956 0.18 0.37 -1.32
H 0.653 2.593 1.822 0.04 -0.09 -0.10
C 1.147 -1.923 -2.562 -0.46 0.21 0.38
C 0.999 -3.339 -0.083 -0.42 0.57 0.26
C -1.417 -2.782 -1.624 -0.35 -0.13 0.23
C 2.963 1.640 1.650 -0.41 0.77 0.25
C 3.037 -1.084 1.624 -0.34 -0.45 0.20
C 3.411 0.314 -0.791 -0.42 0.22 -0.24
C -3.176 2.167 0.073 0.39 0.10 0.02
C -3.838 -0.568 0.223 0.27 -0.47 0.18
C -3.057 0.563 -2.210 0.54 -0.18 -0.10
H -0.137 3.036 -1.182 0.34 0.02 0.37
H -1.015 3.027 1.150 0.09 -0.19 -0.10
H 0.480 -1.801 -3.417 0.12 -0.09 -0.03
H 1.769 -2.827 -2.665 -0.44 0.20 0.10
H 1.797 -1.057 -2.512 0.07 0.09 -0.09
H 0.558 -4.285 -0.438 0.26 0.22 0.23
H 0.847 -3.223 1.005 0.19 -0.31 -0.50
H 2.076 -3.301 -0.338 -0.64 -0.02 0.16
H -1.094 -3.714 -2.108 -0.39 0.09 0.01
H -1.888 -2.104 -2.345 -0.01 -0.36 0.12
H -2.074 -2.982 -0.767 -0.01 -0.17 -0.42
H 4.050 1.532 1.682 -0.08 -0.09 -0.10
H 2.585 1.591 2.672 0.05 0.00 -0.05
H 2.724 2.615 1.226 0.21 0.02 0.09
H 4.126 -0.966 1.621 -0.15 0.20 -0.15
H 2.811 -2.070 1.232 0.02 0.00 -0.06
H 2.694 -1.053 2.659 0.01 0.07 -0.05
H 4.417 0.578 -0.448 -0.18 -0.01 0.06
H 3.084 1.063 -1.519 0.08 -0.04 -0.01
H 3.472 -0.654 -1.294 -0.06 0.04 0.16
H -4.230 2.234 -0.221 0.18 -0.03 0.02
H -2.616 2.967 -0.430 -0.23 -0.15 0.07
H -3.106 2.307 1.153 -0.09 0.00 -0.10
H -4.794 -0.275 -0.218 0.16 0.11 -0.05
H -3.936 -0.493 1.305 0.00 0.01 -0.04
H -3.655 -1.611 -0.045 -0.10 0.08 0.02
H -4.125 0.816 -2.246 0.26 -0.07 0.19
H -2.908 -0.410 -2.680 -0.08 0.15 -0.06
H -2.467 1.311 -2.737 -0.12 -0.08 -0.01
C -0.233 1.752 -4.051 -0.24 -0.09 1.06
C 0.593 0.907 -4.857 0.04 -0.32 -0.63
C 0.520 0.940 -6.229 1.08 -1.21 0.16
C -0.332 1.814 -6.908 0.31 -0.10 -1.27
C -1.121 2.656 -6.146 -1.62 1.60 0.90
C -1.117 2.678 -4.756 0.72 -0.82 -0.54
O -0.222 1.632 -2.752 -0.17 0.07 -1.03
H 1.228 -0.685 -0.366 -0.66 0.44 0.31
H 1.234 0.193 -4.346 -0.02 0.26 -0.20
H 1.133 0.241 -6.815 -0.21 0.38 0.32
H -0.361 1.845 -8.038 -0.01 -0.07 1.54
H -1.810 3.334 -6.668 0.34 -0.24 0.28
H -1.754 3.329 -4.177 -0.05 0.15 -0.10
C -1.633 -2.122 2.452 -0.11 -0.67 -0.76
P -0.767 -0.530 2.407 -0.48 -0.67 3.11
C -1.918 0.640 3.171 -0.79 0.56 -0.28
C 0.419 -0.673 3.774 1.27 -1.36 -0.09
C 0.998 0.456 4.359 -0.27 0.70 -0.39
C 1.919 0.351 5.397 -0.18 0.22 -0.09
C 2.285 -0.912 5.872 -0.13 0.36 0.14
C 1.743 -2.062 5.305 -0.59 0.02 -0.54
C 0.831 -1.960 4.242 0.22 0.94 0.09
H -2.561 -2.093 1.890 -0.11 0.15 -0.04
H -1.879 -2.407 3.481 0.18 0.35 0.00
H -1.039 -2.930 2.013 0.01 0.13 0.16
H -2.042 0.413 4.238 0.24 -0.18 -0.24
H -1.556 1.661 3.090 0.09 0.13 0.11
H -2.910 0.613 2.714 0.15 -0.04 -0.02
H 0.677 1.443 3.991 0.27 -0.31 0.42
H 2.320 1.268 5.845 -0.13 -0.49 -0.12
H 2.959 -0.977 6.723 -0.02 -0.09 -0.21
H 2.002 -3.042 5.696 -0.01 0.13 -0.09
H 0.434 -2.855 3.792 -0.02 -0.21 0.07
```
Forces are in eV/Å.

=====

| no. | strongest force on any atom (Eh/bohr) |
| --- | --- |
| 1 | 0.142 |
| 2 | 0.063 |
| 3 | 0.075 |
| 4 | 0.105 |
| 5 | 0.099 |
| 6 | 0.091 |
| 7 | 0.012 |
| 8 | 0.067 |